This record from OMol25 describes C30H30AlO4PSSe2Te2 as an isolated structure. The level of theory is wB97M-V/def2-TZVPD.

XYZ file:
```
71
C30H30AlO4PSSe2Te2 wB97M-V/def2-TZVPD
Te -5.009 3.382 -2.201
Te -2.999 2.197 -3.687
Se -3.792 3.341 0.041
Se -2.495 0.186 -2.222
S -2.691 -0.842 1.077
P 1.757 1.297 -2.051
Al -2.190 1.715 -0.435
O 0.719 1.740 1.391
O -2.189 0.598 1.016
O -0.591 2.431 -0.332
O -0.090 -1.888 0.979
C -2.103 -2.565 3.087
C -4.994 0.516 1.865
C -2.051 -0.219 3.672
C 3.373 0.082 -0.116
C -1.372 -1.831 5.281
C 4.151 3.949 -4.147
C -1.631 -2.876 4.342
C 2.777 2.828 -5.752
C -6.584 -1.304 0.315
C -2.265 -1.224 2.773
C 1.966 -2.687 1.811
C 0.567 2.182 0.273
C 4.839 -1.332 -2.056
C 0.666 -2.234 -0.197
C -1.617 -0.524 4.908
C -7.145 -0.197 0.950
C 3.132 0.259 -1.474
C 3.824 -0.481 -2.421
C 2.560 2.283 -3.408
C -4.433 -0.556 1.183
C 2.203 2.044 -4.747
C 4.282 -0.871 0.297
C 1.694 -3.135 0.377
C 0.950 -1.610 2.019
C -5.257 -1.518 0.501
C -6.367 0.684 1.666
C 3.723 3.796 -5.445
C 1.677 2.501 -0.661
C 5.075 -1.524 -0.652
C 3.568 3.189 -3.155
H -8.206 0.006 0.858
H 3.889 3.345 -2.136
H -4.345 1.262 2.281
H 4.147 4.327 -6.285
H -1.524 -3.895 4.640
H 4.976 4.635 -3.962
H 4.495 -1.052 1.326
H 5.806 -2.261 -0.327
H 1.801 -3.517 2.493
H -0.996 -2.078 6.268
H -1.371 0.286 5.584
H 1.060 -1.302 -0.662
H -6.813 1.537 2.155
H -7.197 -2.009 -0.236
H 1.270 -0.589 1.790
H -2.286 -3.277 2.339
H 2.588 -3.143 -0.207
H -4.868 -2.424 0.028
H 1.382 1.414 -4.904
H 2.558 2.624 -0.051
H -2.207 0.822 3.356
H 1.458 3.467 -1.099
H 0.392 -1.628 3.016
H 2.340 2.690 -6.770
H 2.951 -2.359 1.975
H 1.370 -4.174 0.367
H 2.810 0.626 0.667
H 0.008 -2.733 -0.958
H 3.470 -0.492 -3.452
H 5.403 -1.887 -2.757
```

The value obtained for the orbital gap is 6.90 eV. For the relative energy (zero: lowest compared OMol25 entry of this formula, charge and spin), the calculation gives 24.2 kJ/mol. The calculation puts the LUMO energy at -0.27 eV.

=====

This record from OMol25 describes C30H30AsN4O6Tl as an isolated structure. The level of theory is wB97M-V/def2-TZVPD.

XYZ file:
```
72
C30H30AsN4O6Tl wB97M-V/def2-TZVPD
Tl -0.275 1.181 0.048
As -1.061 1.719 3.391
O 7.577 -4.799 1.066
O 3.377 -0.288 2.240
O 7.040 -3.523 2.706
O -1.409 2.181 -1.945
O -1.193 2.693 2.062
O 2.105 -0.407 0.377
N -0.292 -0.492 -1.950
N 6.880 -3.932 1.573
N -1.284 -0.257 1.106
N -1.599 -1.870 -3.054
C -0.084 -1.775 -1.490
C 4.994 -2.369 1.315
C -2.369 -0.838 0.583
C 5.791 -3.360 0.767
C -1.222 -0.572 -2.881
C 3.050 -0.736 1.126
C -2.805 -2.089 1.134
C -0.895 2.895 4.933
C 3.767 -2.311 -0.742
C 2.155 2.736 0.833
C 4.582 -3.302 -1.276
C -2.405 0.257 -4.874
C -2.649 2.796 -3.841
C 1.094 4.722 0.441
C 1.974 3.987 1.325
C 5.609 -3.843 -0.521
C 0.741 3.921 -0.594
C -4.662 -2.284 -0.411
C 3.964 -1.839 0.550
C -3.198 -0.348 -0.477
C -2.643 0.693 3.796
C -3.197 2.496 -5.065
C -4.283 -1.053 -0.953
C 1.348 2.597 -0.391
C -1.923 1.843 -3.058
C -3.079 1.215 -5.613
C 0.495 0.601 3.495
C -3.902 -2.772 0.652
C -0.893 -2.639 -2.153
C -1.845 0.522 -3.625
H 1.377 1.184 3.232
H 5.153 -1.995 2.316
H -5.516 -2.831 -0.792
H -3.728 3.269 -5.613
H 0.363 -0.203 2.773
H 2.391 4.371 2.248
H -2.744 3.788 -3.414
H 1.798 2.080 -1.238
H 0.599 0.202 4.506
H -2.208 -2.513 1.936
H -2.664 0.417 4.852
H 0.062 4.146 -1.402
H -2.279 -0.735 -5.299
H -4.857 -0.626 -1.772
H -1.062 -3.696 -2.047
H 2.745 1.938 1.262
H -2.956 0.619 -0.903
H -2.421 -2.157 -3.551
H -3.491 0.979 -6.586
H -2.644 -0.184 3.154
H 0.596 -1.951 -0.673
H 6.258 -4.616 -0.903
H 2.954 -1.881 -1.314
H -0.034 3.542 4.773
H -0.761 2.320 5.851
H -1.793 3.507 5.003
H 0.736 5.728 0.615
H -4.167 -3.724 1.107
H -3.500 1.322 3.556
H 4.416 -3.657 -2.285
```

The value obtained for the orbital gap is 4.75 eV. As for the total charge: -2. For the relative energy (zero: lowest compared OMol25 entry of this formula, charge and spin), the calculation gives 201.5 kJ/mol. The calculation puts the LUMO energy at 3.70 eV.

=====

This record from OMol25 describes C30H30BBr13F6I2N2O9P as an isolated structure. The level of theory is wB97M-V/def2-TZVPD.

XYZ file:
```
94
C30H30BBr13F6I2N2O9P wB97M-V/def2-TZVPD
I -1.171 4.028 -3.262
I 5.401 -3.508 -1.135
Br 1.659 -3.118 -0.204
Br 1.702 4.231 3.468
Br 4.731 3.871 4.379
Br 2.735 5.671 6.111
Br -0.734 0.669 4.971
Br -0.767 5.865 9.594
Br 6.022 1.578 3.258
Br 5.488 -1.084 1.586
Br -0.936 6.597 6.489
Br -0.297 -2.142 6.424
Br 6.616 -1.284 4.564
Br 1.071 8.193 8.407
Br -0.782 -2.032 3.271
P 0.254 2.805 -1.663
F 7.013 2.347 -1.266
F 5.890 3.876 -2.317
F 3.106 3.533 -1.837
F 2.863 1.842 -0.531
F 5.008 0.806 -1.008
F 5.208 1.554 -3.100
O 5.621 2.921 1.216
O 5.299 4.791 0.067
O -2.542 1.734 -0.826
O 0.904 -5.160 -1.819
O -6.736 -4.495 -2.929
O -4.506 0.170 1.211
O -0.329 3.013 -0.146
O 2.623 1.914 -4.028
O -5.633 -0.230 -0.815
N 1.421 -0.776 -3.013
N -4.191 2.505 -2.484
C -7.863 -3.752 -2.494
C 5.516 -0.281 3.336
C 1.248 0.540 -2.636
C -0.716 -1.294 -2.124
C 0.996 -3.987 -1.826
C -3.447 2.208 -1.648
C -1.164 -1.211 4.978
C -3.533 -0.433 2.085
C 3.301 2.204 -1.771
C 5.802 2.973 -1.351
C -5.669 -4.454 -2.020
C -5.154 -3.009 -1.733
C 2.403 1.553 -2.909
C -1.699 -2.265 -1.828
C -2.165 0.443 -1.174
C -0.617 7.262 8.274
C -3.843 -3.030 -0.885
C -4.018 -1.833 2.565
C -3.075 -0.538 -0.873
C 3.204 5.057 4.350
C 4.426 -2.878 -2.953
C 0.494 -1.687 -2.759
C 0.636 -3.153 -3.087
C -2.863 -1.915 -1.205
C -0.953 0.057 -1.774
C 4.815 1.839 -1.852
C 5.551 3.617 0.049
C 0.120 0.985 -2.043
C 3.905 -1.405 -2.761
C 2.675 -1.150 -3.720
B -4.447 -0.206 -0.095
H -1.551 -3.321 -2.045
H -7.727 -2.702 -2.826
H 2.923 -0.393 -4.473
H 3.481 5.929 3.772
H -2.231 -1.294 5.139
H -6.030 -4.836 -1.037
H 4.504 -0.316 3.717
H -4.107 -1.924 3.652
H -8.803 -4.111 -2.924
H -3.515 0.199 2.989
H 0.253 3.653 0.296
H 5.225 3.540 1.863
H 2.566 -2.081 -4.281
H -2.505 -0.427 1.703
H -3.285 -2.570 2.208
H -7.920 -3.697 -1.390
H -4.969 -2.098 2.077
H -1.393 7.985 8.486
H -5.035 -2.450 -2.672
H -5.970 0.669 -0.948
H -3.333 -3.983 -1.119
H -4.867 -5.132 -2.342
H 3.670 -1.171 -1.716
H -0.318 -3.512 -3.494
H -4.120 -3.094 0.174
H 5.225 -2.872 -3.704
H -5.928 -2.565 -1.095
H 4.706 -0.774 -3.165
H 3.638 -3.569 -3.272
H 1.388 -3.410 -3.840
```

The value obtained for the orbital gap is 6.82 eV. As for the total charge: +1. The calculation puts the LUMO energy at -4.76 eV.

=====

This record from OMol25 describes C30H30BBrN10NiS as an isolated structure. The level of theory is wB97M-V/def2-TZVPD.

XYZ file:
```
74
C30H30BBrN10NiS wB97M-V/def2-TZVPD
Br -2.443 -1.734 0.870
Ni -0.204 -0.793 0.191
S -1.083 1.093 1.671
N -3.069 2.880 1.167
N 3.278 0.952 -3.517
N 0.715 0.218 -2.476
N 0.804 -2.314 -0.726
N 1.620 0.021 0.672
N 2.317 0.309 -0.453
N 3.212 -0.143 -2.711
N -0.456 0.117 -1.776
N -1.569 2.355 -0.540
N 1.731 -1.876 -1.619
C 3.380 1.283 1.215
C -3.131 -0.502 4.857
C -2.051 0.833 3.144
C 0.453 0.277 -3.787
C 2.256 0.591 1.690
C 0.744 -3.636 -0.846
C -2.035 2.199 0.717
C -3.655 -1.711 5.375
C 5.322 0.025 -3.334
C -2.023 1.896 4.010
C 4.535 1.050 -3.910
C -2.093 3.272 -1.367
C 3.383 1.073 -0.142
C -1.443 0.113 -2.688
C -3.282 -2.771 3.274
C -3.713 -2.833 4.610
C 1.780 0.426 3.094
C -0.160 -4.463 0.008
C -2.589 1.819 5.290
C 4.445 -0.699 -2.574
C -2.780 -1.615 2.748
C -2.637 -0.423 3.519
C 1.621 -4.068 -1.850
C -3.137 4.045 -0.930
C -0.913 0.228 -3.974
C -2.876 -0.040 -2.296
C 4.963 2.129 -4.849
C -3.614 3.777 0.354
C -3.110 0.632 5.704
C 2.213 -2.921 -2.318
B 2.010 -0.362 -1.814
H 0.997 -0.332 3.143
H -3.540 0.504 -2.967
H -3.370 -3.644 2.643
H 1.395 1.362 3.505
H 5.267 1.712 -5.810
H 1.796 -5.077 -2.178
H 4.102 1.836 1.792
H -3.584 4.798 -1.560
H -1.533 2.809 3.701
H 2.596 0.097 3.738
H -2.570 2.681 5.942
H 2.935 -2.781 -3.103
H -1.139 -4.594 -0.456
H 5.812 2.683 -4.448
H 0.269 -5.452 0.160
H -1.447 0.257 -4.908
H -3.513 0.527 6.703
H 1.260 0.362 -4.494
H -3.060 0.299 -1.276
H 4.609 -1.546 -1.929
H -3.161 -1.093 -2.346
H -0.302 -3.995 0.982
H -1.664 3.326 -2.359
H -0.882 1.652 -0.915
H 4.143 2.823 -5.019
H -4.103 -3.761 5.004
H 6.375 -0.153 -3.467
H -4.006 -1.719 6.398
H -4.470 4.311 0.747
H 4.073 1.399 -0.903
```

As for the spin multiplicity: 2. The value obtained for the orbital gap (spin up / spin down) is 6.59 / 5.74 eV. As for the total charge: +1. For the relative energy (zero: lowest compared OMol25 entry of this formula, charge and spin), the calculation gives 0.0 kJ/mol. The calculation puts the LUMO energy (spin up / spin down) at -3.85 / -3.86 eV. The expectation value of S² is 0.759.

=====

This record from OMol25 describes C30H30BrN3O3PPb as an isolated structure. The level of theory is wB97M-V/def2-TZVPD.

XYZ file:
```
69
C30H30BrN3O3PPb wB97M-V/def2-TZVPD
Pb -0.391 0.327 0.123
Br -0.663 -2.038 3.458
P 1.471 2.663 -1.668
O 3.601 -2.621 -0.954
O 1.955 -1.098 -1.256
O -0.055 1.308 2.556
N -1.047 2.666 4.037
N 0.957 -2.234 1.218
N -2.084 -1.139 0.193
C -2.294 2.009 2.038
C -2.497 -4.940 -3.137
C 0.600 5.594 1.142
C -5.291 -3.158 3.526
C 0.235 -2.961 2.041
C 0.450 3.621 -2.860
C -1.043 1.957 2.880
C -3.591 -4.998 -2.287
C -2.682 -3.190 -0.962
C 2.102 4.002 2.124
C -1.967 2.139 0.549
C 1.331 5.152 2.235
C -3.629 -2.566 1.357
C 2.134 3.300 0.929
C -2.739 -2.200 0.189
C 2.506 -2.080 -0.717
C -3.579 -3.815 1.968
C 0.643 4.894 -0.058
C 1.625 -2.879 0.250
C -5.343 -1.905 2.926
C 0.759 -4.994 0.969
C 0.077 -4.333 1.983
C 1.416 3.742 -0.185
C 1.552 -4.263 0.107
C -4.397 -4.109 3.051
C -1.491 -4.007 -2.899
C -1.588 -3.138 -1.825
C 3.148 3.124 -2.274
C -4.510 -1.612 1.855
C -3.677 -4.133 -1.201
H -4.338 -5.082 3.524
H 1.291 5.694 3.172
H -4.522 -0.634 1.389
H -2.878 -4.557 1.601
H 0.057 5.250 -0.896
H -1.535 3.129 0.358
H 3.266 4.208 -2.331
H -4.379 -5.720 -2.464
H 2.702 2.377 0.865
H -5.946 -3.394 4.356
H 0.773 4.658 -2.977
H -0.246 2.590 4.641
H -4.537 -4.185 -0.544
H 0.521 3.118 -3.826
H -2.898 2.068 -0.021
H 0.684 -6.071 0.877
H -2.426 -5.615 -3.982
H -6.035 -1.156 3.293
H 2.663 3.637 2.975
H -0.547 -4.851 2.697
H 3.306 2.682 -3.259
H -2.948 2.799 2.433
H -0.597 3.597 -2.551
H -0.627 -3.959 -3.549
H -0.817 -2.400 -1.635
H 2.127 -4.728 -0.680
H -1.876 3.126 4.363
H -2.803 1.052 2.213
H 3.898 2.710 -1.601
H -0.013 6.484 1.222
```

The value obtained for the orbital gap is 6.53 eV. As for the total charge: -1. For the relative energy (zero: lowest compared OMol25 entry of this formula, charge and spin), the calculation gives 66.7 kJ/mol. The calculation puts the LUMO energy at 2.51 eV.

=====

This record from OMol25 describes a 10-piece molecular cluster, C30H30F10O30 overall. The level of theory is wB97M-V/def2-TZVPD.

XYZ file:
```
100
C30H30F10O30 wB97M-V/def2-TZVPD
F 4.426 -4.432 -4.393
F 1.925 1.703 -1.283
F -6.706 -6.109 -2.726
F 6.133 0.376 7.412
F -0.048 2.877 -8.885
F 3.544 7.036 3.064
F 9.255 1.943 -4.053
F -5.758 4.930 6.274
F -2.448 -2.701 5.516
F -10.060 2.204 -5.115
O 5.602 -0.640 5.501
O 1.365 -6.860 -4.148
O 3.245 0.678 -8.310
O -1.264 -3.853 4.007
O -0.871 0.310 -0.079
O 9.519 -0.790 -1.840
O -6.439 3.283 3.426
O -5.240 4.877 4.218
O -10.675 2.790 -0.784
O 1.886 4.350 5.907
O -10.690 2.982 -3.096
O 5.669 -1.194 3.321
O -6.816 -4.329 -1.240
O -0.138 0.962 -1.966
O 1.148 0.541 -7.648
O 2.233 -4.729 -4.202
O -1.313 -5.639 5.108
O 9.132 -0.238 -4.036
O 2.853 -6.166 -2.728
O -1.913 -0.279 -2.004
O 1.395 1.276 -9.694
O -9.138 1.815 -2.029
O -4.642 3.933 2.253
O 9.623 -2.425 -3.481
O -6.900 -3.974 1.017
O -5.676 -5.681 0.131
O 3.947 5.403 5.819
O 2.250 6.245 4.713
O 7.417 -0.103 4.302
O 0.628 -5.057 3.946
C -9.693 2.857 -4.026
C -6.298 4.813 5.117
C -0.511 -4.841 4.390
C 9.572 0.620 -2.105
C 6.192 -0.727 4.341
C 0.601 1.711 -0.998
C 7.708 0.353 5.593
C 3.409 -4.930 -2.360
C -8.615 1.981 -3.320
C 8.797 0.834 -3.392
C -10.247 2.531 -1.927
C -1.050 0.305 -1.406
C -5.346 4.050 3.224
C -0.121 0.579 -8.193
C -2.623 -5.151 5.341
C 4.504 6.399 5.141
C 2.586 5.327 5.562
C 9.432 -1.255 -3.161
C -6.864 3.466 4.767
C 0.404 0.770 0.270
C 6.664 -0.293 6.418
C 3.380 -4.117 -3.601
C 2.036 0.806 -8.551
C -5.049 -5.811 -1.104
C 3.340 7.103 4.349
C -6.056 -5.127 -2.115
C -2.452 -3.808 4.725
C 2.100 -6.017 -3.679
C 0.016 1.595 -9.331
C -6.617 -4.674 0.031
H 7.716 0.866 -3.258
H 9.268 1.211 -1.241
H -6.263 2.722 5.290
H -8.558 1.167 -4.042
H 7.341 1.380 5.607
H -0.301 -0.450 -8.506
H 5.324 5.955 4.576
H -4.864 -6.864 -1.313
H -9.323 3.858 -4.247
H 4.849 7.019 5.969
H 8.764 0.118 5.729
H -0.640 1.390 -10.177
H 0.526 1.158 1.281
H 10.622 0.880 -2.242
H -3.460 -5.783 5.043
H 0.367 2.752 -0.776
H -3.097 -3.626 3.865
H 2.762 -4.383 -1.674
H -6.894 5.703 4.917
H 0.980 -0.155 0.305
H 3.114 8.109 4.703
H -2.719 -5.059 6.423
H -5.576 -4.571 -2.921
H -7.893 3.192 5.001
H -7.614 2.410 -3.365
H 3.266 -3.067 -3.332
H 4.463 -5.022 -2.100
H -0.841 0.882 -7.433
H -4.126 -5.239 -1.014
H 7.144 -1.219 6.736
```

The value obtained for the orbital gap is 10.87 eV. The structure (SMILES) is O=C1OC[C@@H](F)O1.O=C1OC[C@@H](F)O1.O=C1OC[C@@H](F)O1.O=C1OC[C@@H](F)O1.O=C1OC[C@@H](F)O1.O=C1OC[C@@H](F)O1.O=C1OC[C@@H](F)O1.O=C1OC[C@@H](F)O1.O=C1OC[C@@H](F)O1.O=C1OC[C@@H](F)O1. For the relative energy (zero: lowest compared OMol25 entry of this formula, charge and spin), the calculation gives 839.9 kJ/mol. The calculation puts the LUMO energy at 0.01 eV.

=====

Number 1: strongest force on any atom 2.84 eV Å⁻¹. Number 2: strongest force on any atom 0.25 eV Å⁻¹. Number 3: strongest force on any atom 3.40 eV Å⁻¹. Number 4: strongest force on any atom 0.42 eV Å⁻¹. Number 5: strongest force on any atom 1.02 eV Å⁻¹. Number 6: strongest force on any atom 7.58 eV Å⁻¹.